This record from the OMol25 dataset describes C4H5NS3 as an isolated structure at a distorted geometry. The level of theory is ωB97M-V/def2-TZVPD.

Geometry as XYZ:
```
13
Properties=species:S:1:pos:R:3:forces:R:3:mulliken_charge:R:1
C 1.899 -1.475 1.273 -4.2559 0.8196 -1.7457 -1.02
C 1.364 -0.792 -0.165 2.7147 -1.8073 -0.5555 -0.25
C -0.497 1.414 0.650 -1.4387 -0.2381 -0.4827 -0.05
C -1.106 0.138 0.053 -1.7242 0.4183 1.1226 0.30
H 2.894 -1.268 1.410 2.2361 1.1440 0.6026 0.36
H 1.180 -1.180 2.071 0.9906 0.1651 -0.3101 0.29
H 1.840 -2.558 1.248 -0.3285 -0.1963 -0.6028 0.35
H 2.023 -1.323 -0.949 -0.9426 0.8000 0.9745 0.31
H -1.351 2.092 1.145 2.3234 -1.4659 -0.8015 0.29
N 0.691 1.806 0.398 -1.3204 0.8646 0.2401 -0.41
S 1.723 0.969 -0.592 0.6317 -1.3182 1.0536 0.10
S -2.746 -0.054 0.120 0.3923 0.5766 -0.0137 -0.24
S -0.313 -1.173 -0.690 0.7215 0.2375 0.5187 -0.01
```
Forces are in eV/Å.

Kohn-Sham gap: 7.4 eV
Net charge: 0
Maximum force: 0.091 hartree/bohr
HOMO: -8.61 eV